[1]
Formula: C17H41B2N2O9
Source: OMol25
Level of theory: ωB97M-V/def2-TZVPD

Each line ends with the Löwdin charge.
Atoms and positions in Å:
C (2.123, -0.604, -1.050)  -0.1057
O (2.239, 0.874, -1.037)  -0.3103
C (1.604, 1.460, -2.230)  -0.1861
B (0.164, 2.222, -1.828)  -0.5470
C (-1.110, 1.540, -2.612)  -0.1398
C (-1.551, 0.058, -2.067)  -0.3155
O (-2.874, 0.241, -1.384)  -0.1663
C (-1.781, -1.073, -3.231)  -0.2397
N (-0.516, -1.572, -3.896)  -0.0500
B (-0.028, 2.406, -0.201)  -0.4537
N (-1.061, 1.724, 0.677)  0.0922
O (0.948, 3.307, 0.490)  -0.0249
H (1.314, -1.016, -1.794)  0.0596
H (3.166, -1.019, -1.399)  0.0961
H (1.806, -0.983, 0.025)  0.0972
H (1.458, 0.707, -3.120)  0.0922
H (2.361, 2.288, -2.632)  0.1074
H (0.279, 3.326, -2.279)  0.0703
H (-0.758, 1.385, -3.742)  0.0940
H (-2.051, 2.270, -2.695)  0.1155
H (-0.786, -0.339, -1.249)  0.1374
H (-2.974, -0.431, -0.640)  0.0833
H (-2.268, -2.015, -2.683)  0.1176
H (-2.577, -0.706, -4.011)  0.1218
H (-0.005, -0.781, -4.345)  0.0521
H (0.086, -2.106, -3.227)  0.0549
H (-2.044, 1.953, 0.410)  0.0599
H (-0.898, 0.689, 0.755)  0.0626
H (0.443, 3.591, 1.325)  0.0819
O (-1.657, -3.703, 1.557)  0.0747
C (-0.819, -3.647, 2.451)  -0.5082
O (-0.526, -2.465, 3.038)  -0.0073
C (0.299, -2.317, 4.208)  -0.2305
C (1.767, -2.275, 3.832)  -0.0642
C (-0.039, -4.868, 2.844)  0.0008
H (0.073, -3.090, 4.948)  0.1107
H (0.019, -1.362, 4.665)  0.1253
H (2.089, -3.203, 3.354)  0.0666
H (2.387, -2.109, 4.718)  0.0814
H (1.954, -1.469, 3.115)  0.0878
H (0.783, -5.011, 2.141)  0.0988
H (-0.710, -5.733, 2.801)  0.0916
H (0.346, -4.835, 3.862)  0.0660
O (5.425, 0.288, 0.089)  0.0732
C (5.727, 1.364, -0.418)  -0.4939
O (6.960, 1.550, -0.940)  -0.0176
C (7.354, 2.698, -1.713)  -0.2371
C (7.774, 3.840, -0.809)  -0.0769
C (4.768, 2.519, -0.385)  0.0174
H (6.569, 2.984, -2.420)  0.1158
H (8.213, 2.384, -2.316)  0.1176
H (6.952, 4.176, -0.173)  0.0674
H (8.123, 4.692, -1.401)  0.0771
H (8.581, 3.522, -0.141)  0.0798
H (4.829, 3.010, 0.587)  0.1007
H (3.755, 2.128, -0.534)  0.0689
H (4.931, 3.247, -1.178)  0.0723
O (-6.549, 2.107, 1.193)  0.0790
C (-6.454, 0.908, 0.950)  -0.4988
O (-7.517, 0.091, 1.122)  -0.0135
C (-7.566, -1.283, 0.697)  -0.2341
C (-6.942, -2.193, 1.737)  -0.0714
C (-5.134, 0.314, 0.548)  -0.0042
H (-7.119, -1.405, -0.294)  0.1165
H (-8.627, -1.536, 0.590)  0.1189
H (-5.885, -1.966, 1.892)  0.0692
H (-7.030, -3.241, 1.435)  0.0799
H (-7.438, -2.063, 2.705)  0.0815
H (-4.533, 0.136, 1.442)  0.1069
H (-4.619, 1.028, -0.102)  0.0854
H (-5.225, -0.607, -0.026)  0.0693

HOMO energy (eV): -4.14
LUMO energy (hartree): 0.0844
Net charge: -1
ΔE to the lowest compared entry with this formula, charge and spin (kcal/mol): 54.3
Orbital gap (eV): 6.4

---

[2]
Formula: C17H41DyN2OP2
Source: OMol25
Level of theory: ωB97M-V/def2-TZVPD

Each line ends with the Löwdin charge.
Atoms and positions in Å:
Dy (-1.407, -0.029, 0.088)  1.1213
P (-0.053, -2.448, -0.306)  0.9439
P (-0.070, 2.450, -0.053)  0.9459
N (-0.323, 0.121, -2.537)  -0.1228
C (0.020, -2.390, -2.166)  -0.2971
H (0.727, -3.187, -2.440)  0.0977
H (-0.970, -2.661, -2.571)  0.0913
C (0.517, -1.105, -2.846)  -0.2422
H (1.558, -0.907, -2.582)  0.1108
H (0.484, -1.251, -3.941)  0.1391
C (0.506, 1.380, -2.719)  -0.2414
H (0.470, 1.639, -3.794)  0.1391
H (1.548, 1.166, -2.478)  0.1105
C (0.001, 2.585, -1.909)  -0.2990
H (-0.992, 2.886, -2.280)  0.0909
H (0.700, 3.412, -2.105)  0.0975
C (1.436, 3.377, 0.517)  -0.5239
C (1.785, 3.087, 1.985)  -0.0987
H (2.701, 3.646, 2.231)  0.1007
H (1.993, 2.023, 2.154)  0.0612
H (0.996, 3.425, 2.675)  0.0730
C (-1.569, 3.476, 0.424)  -0.5524
C (-1.655, 3.716, 1.936)  -0.0973
H (-2.635, 4.169, 2.155)  0.1025
H (-0.885, 4.416, 2.293)  0.0791
H (-1.597, 2.792, 2.530)  0.0651
C (-1.564, -3.499, 0.066)  -0.5515
C (-1.652, -3.893, 1.547)  -0.0971
H (-2.632, -4.366, 1.716)  0.1029
H (-1.595, -3.036, 2.233)  0.0645
H (-0.884, -4.627, 1.831)  0.0788
C (1.444, -3.427, 0.175)  -0.5248
C (1.789, -3.284, 1.666)  -0.0975
H (2.705, -3.865, 1.858)  0.1010
H (0.999, -3.690, 2.317)  0.0732
H (1.996, -2.243, 1.940)  0.0614
C (1.000, -0.022, 0.255)  -0.3046
O (2.168, -0.024, 0.355)  0.1064
C (-1.737, 4.785, -0.347)  -0.0950
H (-1.015, 5.549, -0.040)  0.0706
H (-1.677, 4.660, -1.433)  0.0728
H (-2.739, 5.174, -0.115)  0.1017
C (-1.736, -4.724, -0.831)  -0.0943
H (-2.736, -5.138, -0.637)  0.1017
H (-1.681, -4.492, -1.899)  0.0726
H (-1.012, -5.514, -0.606)  0.0705
C (1.424, -4.905, -0.233)  -0.0920
H (2.441, -5.292, -0.071)  0.1015
H (0.751, -5.506, 0.396)  0.0802
H (1.181, -5.062, -1.291)  0.0807
C (1.417, 4.889, 0.259)  -0.0926
H (0.747, 5.424, 0.948)  0.0798
H (2.435, 5.255, 0.456)  0.1013
H (1.170, 5.152, -0.777)  0.0805
H (2.240, 2.948, -0.110)  0.1169
H (2.251, -2.939, -0.404)  0.1175
H (-2.422, 2.824, 0.135)  0.0889
H (-2.409, -2.810, -0.155)  0.0841
H (-0.886, 0.161, -3.390)  0.1177
H (-2.876, -0.190, 1.185)  -0.1775
N (-0.835, -0.129, 2.547)  -0.0436
H (-0.295, -0.972, 2.775)  0.0505
H (-1.698, -0.159, 3.098)  0.0504
H (-0.301, 0.690, 2.853)  0.0477

2S+1: 6
HOMO energy (spin up / spin down) (eV): -15.07 / -15.05
LUMO energy (spin up / spin down) (hartree): -0.2427 / -0.2389
Net charge: +2
ΔE to the lowest compared entry with this formula, charge and spin (kcal/mol): 0.0
Orbital gap (spin up / spin down) (eV): 8.5 / 8.6

---

[3]
Formula: C17H42IN4OPSSi2
Source: OMol25
Level of theory: ωB97M-V/def2-TZVPD

Each line ends with the Löwdin charge.
Atoms and positions in Å:
C (-1.468, 1.209, 0.530)  -0.1008
C (-0.450, 0.116, 1.084)  -0.3004
C (-0.753, -0.195, 2.616)  -0.6581
I (1.024, 0.473, 3.737)  0.9279
C (-1.082, -1.710, 2.928)  -0.5930
P (-1.679, -1.921, 4.735)  0.9238
C (-2.197, -0.281, 5.504)  -0.3099
C (-3.206, -3.012, 4.850)  -0.3026
C (0.255, -2.556, 2.638)  -0.1397
N (-0.300, -3.469, 1.604)  -0.0445
C (0.115, -4.888, 1.569)  -0.1235
C (0.290, -5.579, 2.979)  -0.3696
C (1.761, -5.364, 3.584)  -0.0392
O (-0.702, -5.235, 3.952)  -0.0567
C (-1.553, -3.098, 1.074)  -0.3085
N (-2.084, -3.273, -0.127)  -0.2597
S (-1.214, -4.108, -1.369)  0.8534
N (-2.196, -2.371, 2.157)  0.0905
H (-1.529, 1.200, -0.588)  0.0853
H (-2.507, 1.079, 0.949)  0.0668
H (-1.107, 2.223, 0.878)  0.0868
H (0.573, 0.591, 1.001)  0.0661
H (-0.424, -0.785, 0.410)  0.0989
H (-1.642, 0.445, 2.903)  0.0771
H (-1.669, 0.618, 5.099)  -0.0049
H (-3.300, -0.126, 5.265)  0.0448
H (-2.133, -0.359, 6.620)  0.0483
H (-4.146, -2.392, 4.783)  0.0405
H (-3.285, -3.808, 4.065)  0.0247
H (-3.181, -3.525, 5.858)  0.0546
H (0.499, -2.938, 3.662)  0.0934
H (1.076, -2.029, 2.079)  0.1187
H (-0.682, -5.477, 1.018)  0.1075
H (1.064, -5.017, 0.982)  0.1344
H (0.208, -6.698, 2.803)  0.1446
H (1.609, -4.907, 4.606)  0.0918
H (2.300, -4.627, 2.932)  0.0748
H (2.309, -6.338, 3.699)  0.0853
H (-1.397, -4.703, 3.537)  0.0474
H (-3.015, -2.900, -0.329)  0.1360
H (-1.768, -5.376, -1.478)  -0.0889
H (-2.731, -1.585, 1.753)  0.1456
C (-0.752, 5.690, -5.428)  -0.2158
Si (0.681, 4.525, -5.017)  0.2014
C (2.233, 5.301, -5.748)  -0.2078
C (0.336, 2.908, -5.920)  -0.2119
N (0.765, 4.337, -3.310)  -0.2560
Si (1.950, 3.345, -2.568)  0.1945
C (3.712, 3.922, -2.895)  -0.2058
C (1.813, 1.531, -3.066)  -0.2119
C (1.698, 3.409, -0.694)  -0.2063
H (-0.829, 5.828, -6.511)  0.0075
H (-1.700, 5.281, -5.068)  0.0096
H (-0.597, 6.669, -4.969)  0.0126
H (2.055, 5.600, -6.787)  0.0118
H (3.071, 4.601, -5.752)  0.0008
H (2.525, 6.191, -5.186)  0.0222
H (-0.503, 2.379, -5.461)  0.0155
H (1.208, 2.250, -5.920)  -0.0004
H (0.078, 3.105, -6.967)  0.0111
H (4.020, 3.717, -3.922)  0.0034
H (4.415, 3.401, -2.233)  0.0097
H (3.809, 4.994, -2.709)  0.0235
H (0.781, 1.182, -2.975)  0.0077
H (2.439, 0.909, -2.413)  0.0037
H (2.150, 1.365, -4.090)  0.0022
H (0.706, 3.037, -0.424)  -0.0162
H (1.804, 4.430, -0.322)  0.0183
H (2.448, 2.782, -0.195)  0.0075

HOMO energy (eV): -4.88
LUMO energy (hartree): -0.0685
Orbital gap (eV): 3.0